Entry from OMol25: the molecule C6H16N2 in a non-equilibrium geometry (ωB97M-V with the def2-TZVPD basis set).

Geometry as XYZ:
```
24
Properties=species:S:1:pos:R:3:forces:R:3
C 1.0076 0.0279 -2.6905 1.0290 -0.5926 -1.7912
C 1.1966 0.3451 -1.1980 -1.8204 -0.8811 1.0714
C 2.6464 0.5407 -0.9732 2.1406 -1.7441 1.0769
C 0.5563 -0.7748 -0.2844 0.0478 -0.2851 0.0876
N 0.0831 -0.3813 1.1222 0.4524 -2.8285 -2.8183
C -1.2885 -0.6837 1.2784 -1.6714 -0.6478 0.1690
C -1.9952 0.0910 2.4595 -0.2484 0.1624 -3.1852
N -3.0241 1.0277 1.9762 1.4377 2.2245 -0.8518
H -0.0368 -0.3889 -2.9421 1.5720 1.0557 0.1718
H 1.3460 0.9673 -3.3414 -1.1080 -2.0372 1.2117
H 1.8028 -0.8422 -3.0091 -1.9844 2.0108 0.8459
H 0.5930 1.1801 -0.7821 0.4240 0.2978 -1.1103
H 3.2225 -0.3003 -1.3910 -0.5014 -0.2895 -0.2610
H 3.1265 1.3337 -1.5001 -0.0728 1.2293 0.0037
H 3.0143 0.4214 0.0642 -0.5710 0.9187 -0.1501
H 1.2071 -1.6076 -0.1231 1.2247 -0.3288 0.1046
H -0.2016 -1.3478 -0.9108 -0.1171 1.3330 1.0877
H 0.2404 0.4964 1.4617 1.0913 2.9947 0.2084
H -1.3596 -1.7709 1.3904 -0.2605 -0.1015 0.4304
H -1.8430 -0.5367 0.3001 0.0662 0.4141 1.0315
H -2.3856 -0.5552 3.1716 -1.7640 -1.8026 0.6522
H -1.3828 0.5445 3.1766 1.9332 1.5217 0.1789
H -3.7899 0.5428 1.6023 -1.2190 -0.9620 -0.3837
H -2.7354 1.6707 1.1426 -0.0803 -1.6619 2.2199
```
Positions in Å, forces in eV/Å.

Output
E_tot: -347.622080 a.u.
Orbital gap: 9.482 eV
SMILES: CC(C)CNCCN
LUMO: 1.05 eV
Charge: 0
Energy relative to the best compared isomer or geometry (same formula, charge and spin): 64.5 kcal per mole